# C4H10S

A 2-piece molecular cluster, C4H10S overall in a non-equilibrium geometry (ωB97M-V/def2-TZVPD, the Open Molecules 2025 dataset).

- Kohn-Sham gap (eV) = 9.919
- net charge = 0
- highest occupied orbital energy (eV) = -8.994
- calculated total energy (Eh) = -556.5239

Each atom is followed by the atoms it is bonded to, with distances in Å.
Element x y z (Å)
1 C 0.86 2.47 -0.10  C2 1.322, H3 1.087, H4 1.086
2 C 0.78 2.68 -1.40  C1 1.322, H5 1.089, H6 1.085
3 H 1.63 1.80 0.26  C1 1.087
4 H -0.01 2.61 0.54  C1 1.086
5 H 1.55 2.43 -2.12  C2 1.089
6 H -0.13 2.76 -1.99  C2 1.085
7 C -1.92 -1.77 0.18  C8 1.544, H10 1.098, H11 1.084, H12 1.100
8 C -0.94 -0.72 0.73  C7 1.544, S9 1.804, H13 1.082, H14 1.091
9 S 0.72 -1.21 0.21  C8 1.804, H15 1.362
10 H -1.92 -1.75 -0.91  C7 1.098
11 H -1.80 -2.78 0.56  C7 1.084
12 H -2.92 -1.37 0.43  C7 1.100
13 H -0.92 -0.81 1.81  C8 1.082
14 H -1.26 0.28 0.42  C8 1.091
15 H 1.45 -0.45 1.08  S9 1.362

Charge distribution, Löwdin scheme, values in e: number 1, C, carries -0.10; number 2, C, carries -0.08; number 3, H, carries 0.03; number 4, H, carries 0.05; number 5, H, carries 0.05; number 6, H, carries 0.05; number 7, C, carries -0.19; number 8, C, carries -0.63; number 9, S, carries 0.67; number 10, H, carries 0.07; number 11, H, carries 0.06; number 12, H, carries 0.07; number 13, H, carries 0.06; number 14, H, carries 0.06; number 15, H, carries -0.15